# 1
C4H3KO2 | ωB97M-V/def2-TZVPD

Last column: natural (NBO) charge in e.
Positions of all 10 atoms, in Å:
1 O -0.740 4.253 -1.230  -0.701
2 C -0.828 3.491 -0.269  0.132
3 C -0.638 1.911 -0.674  -0.603
4 C -0.120 1.130 0.506  -0.528
5 C 0.061 -0.143 0.305  0.662
6 O 0.217 -1.316 0.200  -0.623
7 K -0.639 -4.352 0.819  0.028
8 H -0.002 1.842 -1.574  0.188
9 H -1.662 1.590 -0.941  0.200
10 H 0.352 1.624 1.362  0.245

Values from the calculation:
multiplicity = 2
orbital gap (alpha / beta) = 0.1364 / 0.1685 hartree
charge = -1
⟨S²⟩ = 0.750
HOMO energy (alpha / beta) = -0.062 / -0.070 Ha



# 2
C5H21N2O5 | ωB97M-V/def2-TZVPD

Last column: natural (NBO) charge in e.
Positions of all 33 atoms, in Å:
1 N 0.889 0.566 -0.573  -0.737
2 C -0.101 -0.305 0.186  -0.096
3 C 0.446 -1.623 0.691  -0.597
4 C 0.095 -2.796 -0.156  0.452
5 O 0.415 -2.903 -1.311  -0.547
6 C -0.567 0.570 1.345  -0.332
7 N -0.682 1.996 1.064  -0.667
8 C -0.597 2.832 2.291  -0.457
9 H 1.037 0.223 -1.529  0.455
10 H 0.437 1.463 -0.757  0.444
11 H 1.736 0.741 -0.005  0.455
12 H -0.924 -0.503 -0.486  0.252
13 H 1.510 -1.497 0.926  0.286
14 H 0.021 -1.760 1.693  0.226
15 H -0.561 -3.564 0.315  0.115
16 H -1.520 0.210 1.761  0.176
17 H 0.137 0.418 2.170  0.199
18 H -1.521 2.209 0.571  0.360
19 H -0.160 3.780 1.988  0.204
20 H -1.579 2.942 2.754  0.175
21 H 0.091 2.347 2.978  0.195
22 H -3.280 -1.186 0.080  0.477
23 H -3.202 -1.631 -1.409  0.475
24 O -2.689 -1.605 -0.567  -0.971
25 H 1.982 -1.709 -3.368  0.483
26 H 1.719 -0.394 -4.038  0.467
27 O 1.368 -0.963 -3.343  -0.961
28 H -1.814 1.102 -3.104  0.481
29 H -1.385 -0.317 -2.536  0.487
30 O -1.210 0.629 -2.503  -0.992
31 H 3.923 -0.215 1.609  0.439
32 H 2.863 0.741 2.027  0.321
33 O 3.121 0.200 1.234  -1.266

Values from the calculation:
multiplicity = 2
orbital gap (alpha / beta) = 0.0827 / 0.3399 hartree
relative energy (zero: lowest compared OMol25 entry of this formula, charge and spin) = 1.789 eV
⟨S²⟩ = 0.751
HOMO energy (alpha / beta) = -0.084 / -0.344 Ha



# 3
C12H25F3O7SSiY | ωB97M-V/def2-TZVPD

Last column: natural (NBO) charge in e.
Positions of all 50 atoms, in Å:
1 Y 0.422 0.518 -0.562  2.014
2 C 1.009 0.736 2.633  -0.159
3 C 0.682 2.141 2.162  -0.086
4 O -0.178 2.066 0.994  -0.660
5 C -1.590 2.414 1.061  -0.083
6 C -2.414 1.183 0.769  -0.122
7 O -1.896 0.569 -0.454  -0.654
8 C -2.524 -0.725 -0.706  -0.132
9 C -1.688 -1.456 -1.730  -0.091
10 O -0.308 -1.541 -1.286  -0.644
11 C 0.031 -2.672 -0.434  -0.111
12 C 1.089 -2.199 0.548  -0.117
13 O 1.514 -0.036 1.489  -0.322
14 H 0.102 0.250 3.016  0.309
15 H 1.804 0.731 3.376  0.233
16 H 1.565 2.701 1.853  0.219
17 H 0.177 2.687 2.959  0.234
18 H -1.742 3.205 0.327  0.217
19 H -1.831 2.791 2.054  0.233
20 H -3.459 1.454 0.614  0.223
21 H -2.324 0.459 1.584  0.272
22 H -3.531 -0.559 -1.091  0.222
23 H -2.557 -1.281 0.236  0.273
24 H -1.654 -0.930 -2.686  0.222
25 H -2.087 -2.455 -1.897  0.238
26 H 0.435 -3.469 -1.058  0.225
27 H -0.852 -2.994 0.114  0.279
28 H 2.020 -1.903 0.051  0.223
29 H 1.303 -2.948 1.308  0.253
30 F -4.530 -2.932 2.965  -0.316
31 C -3.914 -1.763 3.137  0.730
32 F -4.259 -0.962 2.098  -0.353
33 F -4.370 -1.197 4.253  -0.315
34 S -2.050 -1.988 3.197  1.499
35 O -1.644 -0.543 3.280  -1.065
36 O -1.835 -2.507 1.806  -1.077
37 O 0.494 -1.030 1.178  -0.313
38 C 2.134 1.128 -4.321  -1.073
39 Si 2.463 1.148 -2.466  0.618
40 C 3.466 -0.437 -2.071  -1.083
41 C 3.621 2.592 -2.094  -1.073
42 H 3.079 1.108 -4.870  0.241
43 H 1.584 2.015 -4.640  0.239
44 H 1.556 0.253 -4.626  0.230
45 H 4.388 -0.455 -2.661  0.256
46 H 2.917 -1.352 -2.317  0.220
47 H 3.774 -0.492 -1.021  0.220
48 H 4.514 2.527 -2.721  0.241
49 H 3.951 2.600 -1.053  0.226
50 H 3.143 3.552 -2.296  0.238

Values from the calculation:
orbital gap = 0.2781 hartree
relative energy (zero: lowest compared OMol25 entry of this formula, charge and spin) = 3.532 eV
charge = +1
HOMO energy = -0.392 Ha



# 4
H6N3P | ωB97M-V/def2-TZVPD

Last column: natural (NBO) charge in e.
Positions of all 10 atoms, in Å:
1 N -2.361 0.723 0.258  -0.813
2 N 1.535 1.084 -0.169  -1.177
3 N 0.671 -1.297 -0.033  -1.199
4 P 0.570 0.199 0.763  1.005
5 H -2.086 0.358 -0.613  0.287
6 H -2.566 -0.121 0.793  0.295
7 H 1.614 0.706 -1.187  0.414
8 H 1.611 2.064 -0.045  0.411
9 H -0.205 -1.669 -0.197  0.384
10 H 1.218 -2.048 0.431  0.394

Values from the calculation:
orbital gap (alpha / beta) = 0.3493 / 0.2535 hartree
relative energy (zero: lowest compared OMol25 entry of this formula, charge and spin) = 2.926 eV
HOMO energy (alpha / beta) = -0.336 / -0.252 Ha



# 5
C4H4NaO | ωB97M-V/def2-TZVPD

Last column: natural (NBO) charge in e.
Positions of all 10 atoms, in Å:
1 C 1.190 1.365 -0.275  -0.510
2 C -0.177 1.490 -0.806  -0.365
3 C -1.416 1.407 -0.672  -0.545
4 H 1.904 1.100 -1.072  0.183
5 H 1.538 2.290 0.214  0.186
6 C 1.122 0.174 0.812  0.001
7 O 0.620 -1.016 0.336  -1.043
8 Na -1.143 -1.006 -0.805  0.909
9 H 0.597 0.548 1.724  0.102
10 H 2.175 0.061 1.162  0.082

Values from the calculation:
orbital gap = 0.1979 hartree
relative energy (zero: lowest compared OMol25 entry of this formula, charge and spin) = 0.000 eV
charge = -1
HOMO energy = -0.114 Ha



# 6
C3H10N4 | ωB97M-V/def2-TZVPD

Last column: natural (NBO) charge in e.
Positions of all 17 atoms, in Å:
1 C 1.075 0.798 -1.462  -0.688
2 C -0.027 0.089 -0.736  0.561
3 N 0.926 -1.493 0.000  -0.961
4 N -1.110 -0.206 -1.288  -0.780
5 H 0.227 -2.218 -0.130  0.391
6 H 1.823 -1.762 -0.393  0.392
7 H -1.833 -0.652 -0.731  0.366
8 H 1.988 0.785 -0.872  0.211
9 H 0.778 1.829 -1.648  0.237
10 H 1.253 0.314 -2.424  0.237
11 N -0.031 0.780 0.931  -0.780
12 C -1.217 0.768 1.604  0.278
13 N -2.026 -0.207 1.779  -0.717
14 H 0.932 -1.145 0.969  0.426
15 H 0.422 1.687 0.950  0.373
16 H -1.676 -1.078 1.373  0.303
17 H -1.505 1.710 2.078  0.151

Values from the calculation:
SMILES string = [H]/N=C\N/C(C)=N\[H].N
orbital gap = 0.3458 hartree
relative energy (zero: lowest compared OMol25 entry of this formula, charge and spin) = 2.235 eV
HOMO energy = -0.321 Ha



# 7
C2H8NS | ωB97M-V/def2-TZVPD

Last column: natural (NBO) charge in e.
Positions of all 12 atoms, in Å:
1 S 1.709 -2.181 -0.072  -1.046
2 H 2.293 -2.490 1.149  0.094
3 C -1.431 0.460 0.330  -0.620
4 C -0.349 0.467 -0.671  -0.234
5 N 0.973 0.787 0.078  -0.886
6 H -1.710 1.510 0.470  0.188
7 H -1.183 0.121 1.407  0.216
8 H -2.317 -0.169 0.091  0.193
9 H -0.475 1.258 -1.493  0.160
10 H -0.432 -0.530 -1.191  0.186
11 H 1.683 0.852 -0.689  0.344
12 H 1.239 -0.084 0.590  0.405

Values from the calculation:
orbital gap = 0.2561 hartree
relative energy (zero: lowest compared OMol25 entry of this formula, charge and spin) = 0.672 eV
charge = -1
HOMO energy = -0.097 Ha



# 8
C51H58AsAuN9 | ωB97M-V/def2-TZVPD

Last column: Mulliken spin population.
Positions of all 120 atoms, in Å:
1 Au -0.002 -0.264 0.367  0.006
2 C 2.287 -1.951 2.265  0.008
3 N 2.170 -1.414 0.907  0.006
4 C 2.330 -2.488 -0.074  0.008
5 C 3.082 -0.312 0.757  0.084
6 C 4.417 -0.500 0.452  -0.054
7 C 5.278 0.579 0.316  0.111
8 C 4.780 1.869 0.441  -0.047
9 C 3.474 2.076 0.834  0.096
10 C 2.620 0.992 1.098  -0.039
11 N 1.362 1.045 1.618  0.407
12 C 0.869 1.859 2.567  -0.009
13 C 1.584 2.920 3.175  0.202
14 C 1.024 3.687 4.169  -0.056
15 C -0.275 3.436 4.600  0.189
16 C -0.996 2.390 4.041  -0.115
17 C -0.454 1.589 3.052  0.167
18 N -1.130 0.399 2.615  0.003
19 C -0.813 -0.689 3.550  0.018
20 C -2.579 0.530 2.506  0.014
21 H 3.251 -2.453 2.413  0.000
22 H 2.216 -1.138 2.984  -0.001
23 H 1.488 -2.668 2.453  0.000
24 H 3.279 -3.028 0.027  0.001
25 H 1.521 -3.203 0.073  0.001
26 H 2.253 -2.076 -1.077  -0.007
27 H 4.788 -1.506 0.319  0.003
28 H 6.323 0.414 0.095  0.002
29 H 5.428 2.717 0.268  0.001
30 H 3.089 3.084 0.905  -0.001
31 H 2.610 3.090 2.887  0.001
32 H 1.607 4.470 4.632  0.000
33 H -0.697 4.007 5.415  0.006
34 H -1.982 2.174 4.428  0.000
35 H -1.229 -0.482 4.544  0.000
36 H -1.234 -1.623 3.180  0.001
37 H 0.263 -0.789 3.634  -0.003
38 H -3.075 0.682 3.473  0.003
39 H -2.827 1.363 1.851  -0.013
40 H -2.960 -0.397 2.082  0.003
41 C 1.094 5.578 -6.828  0.000
42 C 1.443 4.386 -5.987  0.001
43 C 2.001 3.245 -6.542  -0.001
44 C 2.294 2.115 -5.785  -0.001
45 C 3.004 0.989 -6.488  -0.001
46 C 1.955 2.101 -4.421  -0.020
47 As 2.147 0.533 -3.216  -0.006
48 N 0.497 0.089 -2.519  0.303
49 C -0.692 0.548 -2.791  0.123
50 C -1.067 1.550 -3.701  0.171
51 C -2.413 1.905 -3.920  -0.097
52 C -3.464 1.259 -3.363  0.332
53 C -3.277 0.080 -2.487  0.077
54 C -1.819 -0.131 -2.037  -0.058
55 C 2.308 -1.095 -4.338  0.031
56 C 3.527 -1.788 -4.305  0.006
57 C 4.811 -1.149 -3.848  -0.002
58 C 3.604 -3.075 -4.824  0.002
59 C 2.507 -3.699 -5.397  0.002
60 C 2.584 -5.111 -5.898  0.000
61 C 1.344 -2.954 -5.535  -0.002
62 C 1.232 -1.663 -5.036  -0.019
63 C -0.024 -0.905 -5.366  0.021
64 C 1.500 3.289 -3.828  -0.002
65 C 1.267 3.421 -2.342  0.037
66 C 1.240 4.402 -4.614  0.007
67 H 1.379 5.423 -7.866  0.000
68 H 1.597 6.472 -6.459  0.000
69 H 0.021 5.766 -6.790  0.000
70 H 2.231 3.230 -7.601  0.000
71 H 3.504 1.372 -7.377  0.000
72 H 2.313 0.208 -6.806  0.000
73 H 3.757 0.538 -5.847  0.001
74 H -0.314 2.053 -4.287  0.110
75 H -2.608 2.721 -4.604  0.013
76 H -4.479 1.581 -3.554  -0.031
77 H -3.785 -0.795 -2.902  0.043
78 H -1.575 -1.185 -1.897  -0.019
79 H 4.638 -0.221 -3.306  0.003
80 H 5.422 -0.921 -4.724  0.000
81 H 5.393 -1.829 -3.227  0.000
82 H 4.555 -3.593 -4.790  0.000
83 H 3.506 -5.590 -5.575  0.000
84 H 2.548 -5.130 -6.988  0.000
85 H 1.739 -5.693 -5.529  0.000
86 H 0.496 -3.386 -6.054  0.000
87 H -0.321 -1.121 -6.392  -0.001
88 H 0.125 0.168 -5.278  0.005
89 H -0.852 -1.197 -4.718  -0.005
90 H 1.551 2.519 -1.800  -0.013
91 H 0.218 3.642 -2.131  -0.018
92 H 1.863 4.250 -1.958  0.000
93 H 0.869 5.304 -4.139  -0.001
94 C -4.257 -0.883 -0.321  0.000
95 C -3.597 0.311 -0.967  -0.014
96 N -2.120 0.478 -0.678  0.004
97 C -1.959 1.896 -0.547  0.018
98 C -3.144 2.505 -0.492  0.025
99 N -4.183 1.594 -0.642  -0.010
100 C -5.558 1.847 -0.344  0.003
101 N -5.924 1.535 1.021  0.000
102 N -6.650 0.428 1.299  0.000
103 N -6.838 0.332 2.550  0.000
104 C -6.232 1.395 3.174  0.000
105 C -6.156 1.758 4.520  0.000
106 C -5.464 2.908 4.823  0.001
107 C -4.860 3.693 3.826  0.000
108 C -4.929 3.354 2.492  -0.002
109 C -5.629 2.190 2.182  0.001
110 H -3.649 -1.770 -0.497  0.000
111 H -5.248 -1.041 -0.745  0.002
112 H -4.374 -0.740 0.749  -0.001
113 H -0.976 2.326 -0.471  -0.003
114 H -3.341 3.553 -0.342  -0.009
115 H -6.202 1.233 -0.974  0.001
116 H -5.765 2.902 -0.535  0.000
117 H -6.632 1.159 5.282  0.000
118 H -5.384 3.231 5.852  0.000
119 H -4.335 4.594 4.113  0.000
120 H -4.475 3.969 1.728  0.000

Values from the calculation:
multiplicity = 3
orbital gap (alpha / beta) = 0.2853 / 0.1996 hartree
relative energy (zero: lowest compared OMol25 entry of this formula, charge and spin) = 3.461 eV
charge = +1
⟨S²⟩ = 2.095
HOMO energy (alpha / beta) = -0.355 / -0.361 Ha



Listing electronic energy for the structures above in their given order: -904.52224; -688.66491; -2024.21086; -509.11992; -392.28716; -339.24582; -533.94640; -4842.08633 a.u..